[1]
DFT (ωB97M-V with the def2-TZVPD basis set) results for a cluster of 2 separate species, C9H21N3OS in total at a distorted geometry.

The geometry in XYZ format:
```
35
Properties=species:S:1:pos:R:3:lowdin_charge:R:1
S -0.3059 -1.1790 3.5306 0.768
O -0.7817 1.6147 -2.0110 -0.009
N -0.0537 1.3403 -1.1194 -0.368
N 3.3479 3.8224 -2.6142 0.014
N 0.4824 -0.0177 -0.9917 -0.109
C 2.8342 -1.3350 0.2739 0.033
C 0.4252 -0.5607 0.4491 -0.281
C -1.3870 -0.9044 2.1607 -0.787
C -0.9289 -1.3428 0.7208 -0.143
C -2.8054 -1.3812 2.3804 -0.339
C 0.7504 2.2879 -0.3775 0.001
C -3.7225 -1.2040 1.2134 -0.123
C 1.6297 -1.3876 0.8317 -0.143
C 0.1870 -0.8453 -2.1230 -0.074
H 1.2642 -1.9960 1.5880 0.023
H 0.5062 0.3383 0.9270 0.072
H 3.0204 -0.8070 -0.6226 0.043
H 3.5376 -2.0982 0.5556 0.051
H 3.8262 4.5295 -2.0445 0.021
H 0.5794 -0.3425 -2.9764 0.078
H -1.7061 -0.9085 0.0523 0.103
H -3.5077 -1.9088 0.4558 0.063
H -1.5520 0.2737 2.0498 0.159
H -0.9551 -0.9389 -2.2951 0.114
H 0.6826 -1.7119 -2.0123 0.044
H -2.6799 -2.5245 2.5533 0.130
H 3.6076 4.0246 -3.5234 -0.036
H -4.7900 -1.3601 1.4690 0.094
H 1.5565 1.7881 0.1662 0.094
H 1.1368 2.8431 -1.2302 0.071
H -0.8720 -2.4563 0.7140 0.137
H -0.0507 2.8786 0.1045 0.105
H -3.7353 -0.2306 0.8559 0.058
H -3.2710 -1.1662 3.3520 0.104
H 3.7306 2.8660 -2.4626 0.032
```

Output
* spin multiplicity: 1
* relative energy (zero: lowest compared OMol25 entry of this formula, charge and spin): 4.082 eV


[2]
DFT (ωB97M-V with the def2-TZVPD basis set) results for a cluster of 2 separate species, C10H18NO4S in total at a distorted geometry.

The geometry in XYZ format:
```
34
Properties=species:S:1:pos:R:3:lowdin_charge:R:1
S -3.1062 0.1969 -1.6150 0.704
O -3.7680 1.2546 -0.7979 -0.403
O 1.4002 -0.8669 5.2249 -0.390
O 1.5312 1.0488 2.2018 -0.394
O -4.1389 -0.7789 -2.0520 -0.399
N 0.4022 2.1735 -1.2634 0.032
C 1.9255 0.0760 3.0656 -0.482
C 0.6776 -1.5928 -2.2291 -0.138
C -1.9329 -0.6742 -0.4936 -0.183
C -0.3917 1.5696 -0.1054 -0.087
C 1.0046 0.0877 4.3685 -0.557
C -0.5074 0.0092 -0.3545 -0.251
C 0.7701 -2.6598 -1.0665 -0.129
C 0.7630 -3.4087 -0.0935 0.088
C 0.5844 -0.1840 -1.5066 -0.261
C 0.4335 1.1472 -2.3714 -0.114
H -1.8577 -1.7478 -0.8750 0.108
H 0.3489 1.6154 0.7529 0.079
H 1.6509 -1.6060 -2.8174 0.117
H -0.0429 0.0169 3.9875 0.054
H 1.3621 2.1724 -0.8432 0.159
H -2.4300 -0.6900 0.5329 0.143
H 0.2179 3.1515 -1.5208 0.168
H 1.6058 -0.0395 -1.0210 0.155
H -0.0324 -0.5580 0.5163 0.153
H 0.7681 -3.7016 0.9964 0.075
H -0.4551 1.2510 -3.0753 0.113
H 1.4072 1.2019 -2.9669 0.134
H 2.9662 0.1361 3.4396 0.072
H -2.4939 0.8079 -2.6985 0.061
H -1.3479 2.1254 0.1083 0.133
H 1.8863 -0.9690 2.6910 0.059
H 1.0326 1.1365 4.7399 0.064
H -0.2093 -1.8243 -2.9083 0.119
```

Output
* spin multiplicity: 1
* charge: -1
* E_tot: -1145.3805 Eh


[3]
DFT (ωB97M-V with the def2-TZVPD basis set) results for a cluster of 2 separate species, C4H11N3O2 in total at a distorted geometry.

The geometry in XYZ format:
```
20
Properties=species:S:1:pos:R:3:lowdin_charge:R:1
O 0.2856 -0.9844 1.3695 -0.005
O 2.2465 -0.8621 0.3644 0.080
N -1.1782 -0.7315 -1.3506 0.261
N -0.4637 1.1053 -0.2173 0.132
N -1.6937 1.4445 -2.2512 0.252
C 1.5433 -2.6470 2.0245 0.017
C 1.4635 -1.4540 1.0929 -0.610
C 0.0400 2.5189 0.0902 0.027
C -1.1525 0.6970 -1.2551 -0.345
H 0.0724 2.9790 1.1044 0.111
H -1.4159 2.3020 -2.3719 0.044
H -2.6297 1.2711 -2.5843 0.151
H -0.7282 3.1555 -0.4749 0.106
H 2.5521 -3.1659 1.9606 0.120
H -0.6438 -1.3096 -0.5627 0.179
H -1.3961 -1.1723 -2.1563 0.077
H -0.1323 -0.1562 0.6805 0.132
H 1.0386 2.6680 -0.3794 0.118
H 1.4373 -2.3760 3.0810 0.101
H 0.7549 -3.2821 1.8358 0.053
```

Output
* spin multiplicity: 2
* <S²>: 0.76
* relative energy (zero: lowest compared OMol25 entry of this formula, charge and spin): 3.369 eV
* charge: +1